No. 1
The following is a quantum chemistry calculation of 6 unconnected molecules or ions with the total composition C38H65IO7S in a non-equilibrium geometry, from OMol25.

Cartesian coordinates (Å):
C1 0.513 -3.408 2.924
C2 -0.831 -3.050 2.270
C3 -0.771 -2.978 0.735
C4 -1.966 -3.679 0.112
C5 -3.296 -3.050 0.526
C6 -4.274 -3.030 -0.654
C7 -5.536 -2.204 -0.352
C8 -5.881 -1.098 -1.356
C9 -4.780 -0.207 -1.843
C10 -4.183 -0.501 -3.018
I1 -4.744 -2.166 -4.196
C11 -3.201 0.234 -3.524
C12 -2.815 1.301 -2.843
C13 -3.362 1.630 -1.675
C14 -4.373 0.884 -1.151
C15 -4.995 1.295 0.150
C16 -4.019 1.315 1.343
C17 -4.405 0.282 2.430
C18 -2.786 2.854 -1.018
O1 -3.465 3.688 -0.430
C19 -1.311 2.974 -1.162
C20 -0.501 3.395 -0.176
C21 0.815 3.438 -0.392
C22 1.772 3.896 0.668
S1 2.446 5.527 0.186
C23 3.985 5.180 -0.702
C24 3.875 5.270 -2.236
C25 1.332 3.052 -1.561
C26 0.530 2.652 -2.557
C27 -0.784 2.616 -2.328
C28 -1.722 2.153 -3.366
O2 -1.639 2.470 -4.550
H1 1.318 -3.470 2.202
H2 0.410 -4.370 3.409
H3 0.789 -2.713 3.696
H4 -1.102 -2.076 2.657
H5 -1.570 -3.786 2.547
H6 0.135 -3.463 0.386
H7 -0.696 -1.956 0.379
H8 -1.835 -3.642 -0.966
H9 -1.915 -4.726 0.382
H10 -3.739 -3.701 1.270
H11 -3.157 -2.040 0.893
H12 -4.539 -4.070 -0.807
H13 -3.736 -2.697 -1.531
H14 -6.374 -2.884 -0.389
H15 -5.418 -1.816 0.651
H16 -6.423 -1.510 -2.188
H17 -6.588 -0.453 -0.849
H18 -2.701 0.013 -4.445
H19 -5.877 0.715 0.354
H20 -5.332 2.310 -0.003
H21 -4.113 2.278 1.821
H22 -2.982 1.211 1.051
H23 -4.320 0.758 3.394
H24 -3.721 -0.553 2.373
H25 -5.428 -0.045 2.322
H26 -0.905 3.679 0.779
H27 2.588 3.195 0.757
H28 1.245 3.978 1.604
H29 4.412 4.228 -0.424
H30 4.677 5.946 -0.380
H31 4.555 5.993 -2.662
H32 4.145 4.292 -2.616
H33 2.859 5.419 -2.560
H34 2.391 3.051 -1.730
H35 0.940 2.369 -3.505
C29 0.730 -2.340 -4.175
C30 0.573 -0.904 -3.710
O3 1.825 -0.345 -3.313
H36 1.156 -2.951 -3.378
H37 -0.231 -2.765 -4.468
H38 1.410 -2.398 -5.028
H39 -0.094 -0.856 -2.850
H40 0.147 -0.287 -4.511
H41 2.411 -0.375 -4.075
C31 8.935 5.917 -4.254
C32 7.505 6.400 -4.413
O4 6.788 6.314 -3.182
H42 8.950 4.886 -3.901
H43 9.475 5.973 -5.200
H44 9.466 6.521 -3.515
H45 6.972 5.784 -5.135
H46 7.489 7.437 -4.764
H47 7.248 6.863 -2.540
C33 0.277 -3.281 8.034
C34 0.759 -2.687 6.722
O5 -0.283 -2.670 5.747
H48 -0.089 -4.296 7.881
H49 1.080 -3.305 8.773
H50 -0.551 -2.696 8.441
H51 1.570 -3.284 6.308
H52 1.124 -1.666 6.875
H53 -1.000 -2.136 6.099
C35 3.486 1.453 3.993
C36 2.008 1.792 3.910
O6 1.369 1.663 5.178
H54 3.625 0.434 4.353
H55 3.966 1.548 3.018
H56 3.995 2.117 4.697
H57 1.504 1.117 3.221
H58 1.876 2.818 3.550
H59 1.805 2.267 5.786
C37 0.751 -6.725 -1.797
C38 0.831 -6.894 -0.290
O7 -0.466 -7.005 0.289
H60 0.166 -5.839 -2.048
H61 1.745 -6.627 -2.235
H62 0.252 -7.583 -2.255
H63 1.309 -6.029 0.166
H64 1.414 -7.785 -0.035
H65 -0.898 -7.773 -0.096

Computed properties:
**Kohn-Sham gap**: 8.1 eV
**SMILES string**: CCCCCCCCc1c(I)cc2c(c1CCC)C(=O)c1cc(CSCC)ccc1C2=O.CCO.CCO.CCO.CCO.CCO
**HOMO energy**: -0.30808 Eh
**F_max**: 3.39 eV Å⁻¹
**E_LUMO**: -0.009 Eh

Atom charges from the Mulliken analysis, given in e for atoms 1 to 99:
1. C -1.238
2. C 0.015
3. C -0.985
4. C -1.044
5. C 0.100
6. C -0.377
7. C -0.502
8. C -2.394
9. C 1.203
10. C -0.127
11. I 0.084
12. C -0.472
13. C 0.325
14. C 0.619
15. C -0.180
16. C -1.319
17. C -0.156
18. C -1.293
19. C -0.087
20. O -0.588
21. C 0.505
22. C -0.939
23. C 0.704
24. C -1.057
25. S -0.163
26. C -0.502
27. C -0.991
28. C -0.421
29. C -1.303
30. C 0.665
31. C -0.370
32. O -0.616
33. H 0.482
34. H 0.258
35. H 0.168
36. H 0.070
37. H 0.296
38. H 0.544
39. H 0.279
40. H 0.468
41. H 0.304
42. H 0.418
43. H -0.156
44. H 0.287
45. H 0.179
46. H 0.576
47. H 0.177
48. H 0.697
49. H 0.487
50. H 0.575
51. H 0.632
52. H 0.439
53. H 0.469
54. H 0.218
55. H 0.380
56. H 0.174
57. H 0.289
58. H 0.548
59. H 0.299
60. H 0.383
61. H 0.322
62. H 0.466
63. H 0.265
64. H 0.285
65. H 0.364
66. H 0.668
67. H 0.500
68. C -1.308
69. C 0.266
70. O -0.527
71. H 0.306
72. H 0.335
73. H 0.432
74. H 0.092
75. H 0.150
76. H 0.298
77. C -1.046
78. C -0.259
79. O -0.445
80. H 0.278
81. H 0.332
82. H 0.330
83. H 0.287
84. H 0.263
85. H 0.249
86. C -1.148
87. C -0.140
88. O -0.427
89. H 0.292
90. H 0.347
91. H 0.335
92. H 0.296
93. H 0.217
94. H 0.249
95. C -1.128
96. C -0.062
97. O -0.526
98. H 0.287
99. H 0.327

---

No. 2
The following is a quantum chemistry calculation of a molecular structure, C14H16NO11P2PdS in a non-equilibrium geometry, from OMol25.

Cartesian coordinates (Å):
Pd1 0.036 0.045 -0.007
O1 1.270 -0.471 2.806
P1 -0.237 -1.007 2.771
O2 -0.637 -1.833 3.914
O3 -0.424 -1.538 1.337
O4 -1.115 0.361 2.700
P2 -0.479 1.826 2.537
O5 -1.736 2.777 2.838
O6 0.587 2.063 3.541
O7 -0.179 1.887 1.045
H1 1.370 0.295 3.404
H2 -1.664 3.079 3.750
O8 -2.191 0.584 -1.046
S1 -3.170 0.695 0.079
C1 -3.542 -0.998 0.615
C2 -3.969 -1.913 -0.485
C3 -5.292 -2.336 -0.583
C4 -5.697 -3.157 -1.624
C5 -4.780 -3.561 -2.584
C6 -3.458 -3.150 -2.489
C7 -3.049 -2.334 -1.443
C8 -4.735 1.135 -0.732
C9 -5.872 1.266 0.240
C10 -7.107 0.693 -0.052
C11 -8.168 0.810 0.834
C12 -8.004 1.494 2.029
C13 -6.776 2.067 2.328
C14 -5.717 1.959 1.438
H3 -4.296 -0.909 1.400
H4 -2.603 -1.313 1.077
H5 -6.007 -2.024 0.169
H6 -6.727 -3.487 -1.684
H7 -5.090 -4.202 -3.400
H8 -2.731 -3.464 -3.226
H9 -2.015 -2.022 -1.370
H10 -4.939 0.396 -1.509
H11 -4.511 2.085 -1.219
H12 -7.231 0.143 -0.977
H13 -9.122 0.358 0.592
H14 -8.827 1.578 2.727
H15 -6.636 2.600 3.259
H16 -4.762 2.408 1.686
O9 1.307 0.614 -1.726
N1 0.989 -0.488 -2.253
O10 1.330 -0.844 -3.341
O11 0.255 -1.253 -1.499

Computed properties:
**Energy above the lowest of the compared OMol25 structures with the same formula, charge and spin**: 0.847 eV
**Kohn-Sham gap (alpha / beta)**: 8.2 / 8.2 eV
**HOMO energy (alpha / beta)**: -0.23027 / -0.22858 Eh
**F_max**: 1.10 eV Å⁻¹
**E_LUMO (alpha / beta)**: 0.073 / 0.072 Eh
**Total charge**: -1

In elementary charge units, the Mulliken charges are:
1. Pd 0.717
2. O -0.438
3. P 0.687
4. O -0.784
5. O -0.560
6. O 0.080
7. P 0.920
8. O -0.468
9. O -0.861
10. O -0.693
11. H 0.362
12. H 0.299
13. O -0.651
14. S 0.917
15. C -1.055
16. C -0.029
17. C -0.121
18. C -0.748
19. C -0.360
20. C -0.708
21. C -0.023
22. C -1.239
23. C 0.555
24. C -0.394
25. C -0.585
26. C -0.397
27. C -0.683
28. C -0.227
29. H 0.570
30. H 0.446
31. H 0.453
32. H 0.377
33. H 0.371
34. H 0.435
35. H 0.489
36. H 0.373
37. H 0.499
38. H 0.386
39. H 0.372
40. H 0.370
41. H 0.387
42. H 0.460
43. O -0.759
44. N 1.576
45. O -0.623
46. O -0.696